Record 1
Entry from the OMol25 dataset: a molecular structure, C19H29N4O2RuSe in a non-equilibrium geometry (wB97M-V/def2-TZVPD).

As for the net charge: +2. The energy above the lowest of the compared OMol25 structures with the same formula, charge and spin is 2.5179 eV. Its expectation value of S² is 0.77. The calculation puts the total energy at -98138.9644 eV. As for the LUMO energy (alpha / beta): -7.8 / -7.9 eV. The spin multiplicity is 2. The orbital gap (alpha / beta) is 0.2335 / 0.2259 Ha.

CARTESIAN COORDINATES (ANGSTROEM)
Ru1 0.1187 -0.1718 0.2564
C1 0.4110 4.8299 1.1440
C2 0.6152 3.7425 0.0779
C3 1.6589 4.1808 -0.9460
C4 0.9347 2.4154 0.7292
C5 0.2085 1.9843 1.8522
C6 0.5166 0.8139 2.5192
C7 1.6189 0.0207 2.1225
C8 2.0709 -1.1415 2.9629
C9 2.3243 0.4189 0.9627
C10 1.9688 1.5836 0.2805
H1 0.2720 5.7905 0.6519
H2 1.2843 4.9063 1.7946
H3 -0.4684 4.6546 1.7618
H4 -0.3413 3.6146 -0.4449
H5 2.6439 4.2884 -0.4859
H6 1.3786 5.1513 -1.3504
H7 1.7347 3.4910 -1.7886
H8 -0.6182 2.5778 2.2108
H9 -0.0423 0.5379 3.4043
H10 1.4656 -2.0278 2.7679
H11 1.9677 -0.9030 4.0204
H12 3.1142 -1.3812 2.7649
H13 3.2107 -0.1254 0.6641
H14 2.5718 1.8775 -0.5674
C11 -1.8329 -0.7129 -3.4602
C12 -1.3247 -0.0608 -2.2263
N1 -0.0840 -0.1223 -1.8235
O1 0.6689 -1.0278 -2.5673
C13 -2.1657 0.6884 -1.3563
C14 -3.4774 1.2969 -1.7181
N2 -1.6632 0.7585 -0.1473
O2 -2.1729 1.3417 0.8144
H15 -1.3129 -1.6519 -3.6281
H16 -1.6452 -0.0764 -4.3295
H17 -2.9045 -0.8785 -3.3831
H18 1.5634 -0.6590 -2.5845
H19 -3.4790 1.6418 -2.7503
H20 -3.6881 2.1319 -1.0539
H21 -4.2839 0.5703 -1.5935
C15 -2.3650 -5.1554 0.1589
N3 -0.9108 -5.2794 0.0651
C16 -0.2097 -6.4599 -0.1120
C17 1.0999 -6.1473 -0.1580
N4 1.1956 -4.7759 -0.0008
C18 2.4268 -3.9980 0.0104
C19 -0.0368 -4.2700 0.1311
Se1 -0.5549 -2.5040 0.3410
H22 -2.7948 -6.1518 0.1419
H23 -2.7424 -4.5795 -0.6835
H24 -2.6379 -4.6580 1.0864
H25 -0.7012 -7.4135 -0.1872
H26 1.9619 -6.7783 -0.2828
H27 3.2670 -4.6774 -0.0926
H28 2.5124 -3.4572 0.9517
H29 2.4285 -3.2918 -0.8181

Here are the natural (NBO) charges for atoms 1 to 4, given in e: Ru 0.691; C -0.606; C -0.257; C -0.616


Record 2
Entry from the OMol25 dataset: C5H8O2 in the gas phase (wB97M-V/def2-TZVPD).

As for the SMILES: C[C@@H]1[C@H](O)[C@@H]2O[C@H]12. The energy above the lowest of the compared OMol25 structures with the same formula, charge and spin is 2.3345 eV. The calculation puts the total energy at -9407.4976 eV. As for the LUMO energy: 1.0 eV. The orbital gap is 0.3999 Ha.

CARTESIAN COORDINATES (ANGSTROEM)
C1 1.6726 -0.5982 0.2543
C2 0.4091 0.1679 0.6146
C3 -1.0117 -0.4896 0.3792
O1 -1.0651 -1.6279 -0.4269
C4 -1.4132 0.7977 -0.3557
O2 -0.5565 0.7910 -1.5022
C5 -0.0510 1.3208 -0.2712
H1 2.4214 0.0718 -0.1828
H2 1.4602 -1.3912 -0.4686
H3 2.1210 -1.0674 1.1357
H4 0.4451 0.5292 1.6501
H5 -1.5549 -0.7092 1.3007
H6 -0.7855 -1.3205 -1.3050
H7 -2.3702 1.3021 -0.4408
H8 0.3130 2.3427 -0.3121

Here are the natural (NBO) charges for atoms 1 to 4, given in e: C -0.623; C -0.257; C 0.088; O -0.702


Record 3
Entry from the OMol25 dataset: a molecular structure, C35H40CrN4P2 in a non-equilibrium geometry (wB97M-V/def2-TZVPD).

The energy above the lowest of the compared OMol25 structures with the same formula, charge and spin is 3.3807 eV. Its expectation value of S² is 6.09. The calculation puts the total energy at -89893.4007 eV. As for the LUMO energy (alpha / beta): -0.5 / -0.6 eV. The spin multiplicity is 5. The orbital gap (alpha / beta) is 0.2589 / 0.2622 Ha.

CARTESIAN COORDINATES (ANGSTROEM)
Cr1 2.2702 0.6777 1.1875
C1 1.1494 -3.1129 2.0270
C2 1.3880 -2.3381 0.9466
C3 0.2645 -1.7113 0.1858
C4 -0.0540 -0.2236 0.3732
C5 -0.3919 0.2943 1.7666
C6 -0.5351 -0.4441 2.8946
C7 -0.9541 -1.8711 2.9234
C8 0.1744 -2.8878 3.1354
C9 3.5569 2.1918 1.5376
H1 1.8470 -3.9072 2.2776
H2 2.3728 -1.9529 0.6211
H3 -0.6345 -2.3394 0.2884
H4 0.6182 -1.7722 -0.8815
H5 0.7151 0.3990 -0.1882
H6 -0.9671 -0.1209 -0.2290
H7 -0.7454 1.3434 1.7682
H8 -0.3355 -0.0179 3.8853
H9 -1.5232 -2.0804 1.9947
H10 -1.5420 -1.9722 3.8580
H11 0.6541 -2.6693 4.1167
H12 -0.3528 -3.8497 3.1973
H13 4.3123 1.5723 2.0761
H14 3.2635 3.0352 2.1963
H15 3.8243 2.5368 0.5018
P1 -1.1692 2.4224 -0.8613
P2 -0.3029 -0.8808 -2.7554
N1 -2.5936 3.0009 -0.1159
N2 -1.0652 3.9922 -1.9022
N3 -1.7240 -1.7867 -2.6907
N4 -0.0863 -1.3296 -4.5571
C10 -2.0191 1.4062 -2.1791
C11 -1.0824 0.7359 -3.1790
C12 -2.7219 3.4148 1.2143
C13 -4.0157 3.8459 1.4604
C14 -4.7675 3.6680 0.2361
C15 -3.8751 3.0871 -0.6761
C16 0.0143 4.8679 -1.9431
C17 -0.2384 5.8651 -2.8835
C18 -1.5372 5.6133 -3.4343
C19 -2.0085 4.4522 -2.8246
C20 -2.0892 -2.8197 -1.8218
C21 -3.4659 -2.9778 -1.8765
C22 -3.9764 -2.0306 -2.8330
C23 -2.8926 -1.3266 -3.3150
C24 -0.8591 -1.9035 -5.5727
C25 -0.1203 -1.9330 -6.7621
C26 1.0812 -1.2036 -6.5019
C27 1.0558 -0.8296 -5.1721
H16 -2.6264 2.0694 -2.7862
H17 -2.7724 0.7714 -1.6992
H18 -1.5203 0.7172 -4.1883
H19 -0.1792 1.3367 -3.3455
H20 -1.8659 3.3632 1.8332
H21 -4.3969 4.2698 2.3809
H22 -5.8100 3.9397 0.0617
H23 -4.0698 2.8256 -1.6900
H24 0.8502 4.6820 -1.2941
H25 0.4444 6.6499 -3.1512
H26 -2.0543 6.1851 -4.1910
H27 -2.9284 3.9351 -3.0433
H28 -1.3133 -3.3945 -1.3475
H29 -4.0281 -3.7052 -1.3178
H30 -5.0015 -1.8585 -3.1505
H31 -2.9203 -0.5150 -4.0229
H32 -1.8491 -2.3094 -5.4216
H33 -0.4388 -2.3117 -7.7278
H34 1.8755 -0.9618 -7.1883
H35 1.7545 -0.2746 -4.5816
C28 3.1310 -0.5482 2.8445
C29 3.6550 -1.0363 3.8871
C30 4.2044 -1.7435 5.0184
C31 4.1954 -3.1544 4.8913
C32 4.9056 -3.9643 5.7804
C33 5.6092 -3.3951 6.8471
C34 5.4223 -2.0329 7.1302
C35 4.6985 -1.2069 6.2522
H36 3.6084 -3.5803 4.0691
H37 4.8879 -5.0428 5.6092
H38 6.2546 -4.0423 7.4458
H39 5.8560 -1.6318 8.0479
H40 4.5063 -0.1660 6.5340

Here are the Mulliken charges for atoms 1 to 4, given in e: Cr 0.095; C -1.253; C -0.772; C -0.009


Record 4
Entry from the OMol25 dataset: 2 unconnected molecules or ions with the total composition C5H16NO in a non-equilibrium geometry (wB97M-V/def2-TZVPD).

As for the net charge: +1. The energy above the lowest of the compared OMol25 structures with the same formula, charge and spin is 3.5559 eV. The calculation puts the total energy at -8972.9591 eV. As for the LUMO energy: -3.2 eV. The orbital gap is 0.3989 Ha.

CARTESIAN COORDINATES (ANGSTROEM)
C1 0.6260 -1.9122 0.5459
C2 0.1310 -0.6099 1.0580
C3 -1.0067 0.0278 0.3352
C4 -1.5079 -0.7805 -1.0564
C5 -0.7305 -0.4170 -2.3024
N1 1.4535 0.2977 0.8247
H1 1.6558 -1.9651 0.3175
H2 0.3010 -2.8575 1.0602
H3 -0.0024 -2.1991 -0.2853
H4 -0.0917 -0.6484 2.2377
H5 -0.7853 1.1224 0.0326
H6 -1.8832 0.0231 0.9746
H7 -2.4485 -0.4527 -1.0218
H8 -1.5566 -1.7658 -0.9069
H9 -0.2454 0.6596 -2.1093
H10 -1.6602 -0.2762 -3.0784
H11 -0.0195 -1.1486 -2.5166
H12 2.2213 0.1916 0.2429
H13 1.0606 1.2270 0.5568
H14 1.9248 0.2814 1.8541
H15 0.7602 3.3476 1.2270
H16 0.6474 3.1492 -0.2760
O1 0.6094 2.6723 0.5545

Here are the natural (NBO) charges for atoms 1 to 4, given in e: C -0.685; C -0.002; C -0.462; C -0.366